1.
Entry from OMol25: a structure of composition CH8N3O (ωB97M-V/def2-TZVPD).

Energy above the lowest of the compared OMol25 structures with the same formula, charge and spin = 1.238 eV
Charge = +1
Strongest force on any atom = 2.60 eV/A
Orbital gap = 11.301 eV
Multiplicity = 1
HOMO = -15.05 eV

Each line ends with the Mulliken charge.
Positions of all 13 atoms, in Å:
H (-0.363, 0.403, 0.629)  0.388
H (-0.951, -0.889, 2.045)  0.340
N (1.079, -0.759, -1.343)  -0.350
N (-0.257, 0.920, -0.475)  -0.476
N (-0.376, -0.043, 1.802)  -0.773
O (-1.135, -0.699, -1.925)  -0.512
H (1.828, -0.378, -0.814)  0.203
H (0.485, 1.588, -0.531)  0.346
H (1.136, -1.651, -1.777)  0.253
H (-1.162, 1.362, -0.666)  0.345
C (-0.181, -0.232, -1.325)  0.529
H (0.603, -0.362, 2.004)  0.353
H (-0.707, 0.741, 2.377)  0.354

***

2.
Entry from OMol25: a cluster of 3 separate species, CH8N3S in total (ωB97M-V/def2-TZVPD).

Energy above the lowest of the compared OMol25 structures with the same formula, charge and spin = 0.000 eV
Charge = +1
Strongest force on any atom = 3.68 eV/A
Orbital gap (spin up / spin down) = 5.665 / 8.636 eV
Multiplicity = 3
HOMO (spin up / spin down) = -8.76 / -15.16 eV

Each line ends with the Mulliken charge.
Positions of all 13 atoms, in Å:
H (0.624, 1.010, -1.790)  0.376
N (-0.161, 1.164, -1.219)  -0.347
S (1.260, 1.478, 1.552)  -0.279
H (-0.263, -0.043, 1.360)  0.342
N (-0.864, -1.641, -0.778)  -0.341
N (0.734, -0.124, 1.309)  -0.512
H (-2.146, -3.371, -0.612)  0.338
H (0.110, 1.605, -0.331)  0.160
C (-1.542, -2.518, -0.505)  -0.105
H (-0.962, 1.714, -1.504)  0.382
H (0.989, -0.646, 2.169)  0.324
H (-0.322, 0.170, -0.862)  0.476
H (2.543, 1.204, 1.211)  0.186

***

3.
Entry from OMol25: a structure of composition CH8N4 (ωB97M-V/def2-TZVPD).

Energy above the lowest of the compared OMol25 structures with the same formula, charge and spin = 3.373 eV
Strongest force on any atom = 3.22 eV/A
Orbital gap = 8.257 eV
Multiplicity = 1
HOMO = -7.39 eV

Each line ends with the Mulliken charge.
Positions of all 13 atoms, in Å:
N (0.844, -0.273, 0.554)  -0.380
H (2.570, 0.574, 0.040)  0.198
N (1.726, 0.243, -0.419)  -0.559
N (-1.151, -1.633, -0.337)  -0.755
H (-0.920, 0.229, 1.536)  0.337
C (-0.192, 0.535, 0.794)  0.116
N (-0.398, 1.709, 0.179)  -0.362
H (-1.768, -1.144, -0.987)  0.104
H (-1.332, 2.083, 0.151)  0.265
H (0.109, -1.288, 0.068)  0.396
H (-1.672, -2.394, 0.099)  0.102
H (0.190, 1.871, -0.631)  0.291
H (1.995, -0.513, -1.047)  0.247

***

4.
Entry from OMol25: a cluster of 2 separate species, CH8N4 in total (ωB97M-V/def2-TZVPD).

Energy above the lowest of the compared OMol25 structures with the same formula, charge and spin = 3.044 eV
Charge = +2
Strongest force on any atom = 5.55 eV/A
Orbital gap (spin up / spin down) = 9.066 / 9.069 eV
Multiplicity = 1
HOMO (spin up / spin down) = -21.33 / -21.33 eV

Each line ends with the Mulliken charge.
Positions of all 13 atoms, in Å:
H (2.004, -0.370, 1.582)  0.335
N (-0.472, 0.641, -1.296)  -0.543
N (-0.450, -1.481, 0.311)  -0.427
N (-0.020, -0.306, 0.507)  0.656
H (-1.453, 0.408, -1.217)  0.347
H (-0.122, 1.636, -1.446)  0.351
H (-1.419, -1.661, 0.136)  0.346
H (1.554, 1.110, 0.432)  0.248
H (0.024, -2.088, -0.406)  0.366
N (-0.104, 0.581, 1.503)  -0.344
H (-0.688, 0.345, 2.336)  0.352
C (1.171, 0.226, 1.038)  -0.054
H (0.130, 0.127, -1.942)  0.368

***

5.
Entry from OMol25: a cluster of 2 separate species, CH8N4O in total (ωB97M-V/def2-TZVPD).

Energy above the lowest of the compared OMol25 structures with the same formula, charge and spin = 1.093 eV
Strongest force on any atom = 4.77 eV/A
Orbital gap = 8.240 eV
Multiplicity = 1
Structure (SMILES) = NC(N)=O.NN
HOMO = -8.06 eV

Each line ends with the Mulliken charge.
Positions of all 14 atoms, in Å:
N (-0.948, 0.836, 0.996)  -0.361
H (-1.187, 1.812, 0.926)  0.234
N (-0.633, -1.244, -0.057)  -0.589
N (1.935, -0.351, -0.059)  -0.672
C (-1.084, 0.136, -0.221)  0.337
H (1.043, -1.124, -0.067)  0.523
N (1.590, 0.485, -1.107)  -0.404
O (-1.883, 0.441, -1.094)  -0.546
H (-0.832, -1.678, 0.834)  0.271
H (1.997, 1.411, -0.961)  0.264
H (-1.226, 0.365, 1.845)  0.204
H (-0.973, -1.820, -0.815)  0.210
H (1.746, 0.109, 0.839)  0.249
H (0.457, 0.622, -1.058)  0.279

***

6.
Entry from OMol25: a cluster of 2 separate species, CH8N4P in total (ωB97M-V/def2-TZVPD).

Energy above the lowest of the compared OMol25 structures with the same formula, charge and spin = 3.782 eV
Charge = +1
Strongest force on any atom = 4.19 eV/A
Orbital gap = 9.369 eV
Multiplicity = 1
HOMO = -14.06 eV

Each line ends with the Mulliken charge.
Positions of all 14 atoms, in Å:
H (1.387, 1.096, -1.303)  0.350
H (-3.317, -0.737, -1.120)  0.328
H (2.912, 1.145, 1.022)  0.267
C (0.628, -1.381, 0.108)  0.240
H (1.155, 2.072, -0.141)  0.331
H (2.677, -0.246, 0.203)  0.267
H (-3.269, -1.389, 0.303)  0.318
H (-3.603, 0.140, 0.308)  0.330
N (1.319, -2.231, -0.217)  -0.269
N (-2.889, -0.539, -0.160)  -0.878
P (-0.451, 0.030, -0.129)  0.374
H (-0.498, 0.192, 1.331)  0.126
N (2.620, 0.718, 0.147)  -0.504
N (1.329, 1.130, -0.352)  -0.281

***

7.
Entry from OMol25: an isolated molecule of CH8N6 (ωB97M-V/def2-TZVPD).

Energy above the lowest of the compared OMol25 structures with the same formula, charge and spin = 3.536 eV
Strongest force on any atom = 8.42 eV/A
Orbital gap = 8.754 eV
Multiplicity = 1
Structure (SMILES) = NN=C(NN)NN
HOMO = -8.03 eV

Each line ends with the Mulliken charge.
Positions of all 15 atoms, in Å:
H (-2.049, -1.683, -0.590)  0.243
N (-0.728, -0.118, -1.088)  -0.241
H (-1.333, 1.857, 0.137)  0.244
N (-0.567, 1.258, 0.645)  -0.114
H (-1.256, -1.829, -1.888)  0.219
H (0.448, 1.232, 2.317)  0.320
H (1.186, 2.395, 1.184)  0.286
N (0.136, 2.094, 1.541)  -0.761
H (-1.494, 0.645, -1.423)  0.268
N (-1.067, -1.546, -0.981)  -0.542
H (2.265, -1.579, 0.535)  0.248
N (1.949, -1.024, -0.231)  -0.641
N (1.032, -0.177, 0.514)  -0.228
H (1.480, -1.787, -0.736)  0.250
C (-0.002, 0.260, 0.063)  0.448

***

8.
Entry from OMol25: a cluster of 2 separate species, CH8NO in total (ωB97M-V/def2-TZVPD).

Energy above the lowest of the compared OMol25 structures with the same formula, charge and spin = 0.925 eV
Charge = +1
Strongest force on any atom = 1.77 eV/A
Orbital gap = 11.800 eV
Multiplicity = 1
HOMO = -15.68 eV

Each line ends with the Mulliken charge.
Positions of all 11 atoms, in Å:
C (0.271, 1.348, -0.967)  -0.617
H (-0.650, 1.917, -0.915)  0.241
O (-0.201, -0.071, -0.922)  -0.604
H (-0.379, -1.988, 0.761)  0.363
H (-0.965, -1.206, 2.122)  0.383
H (1.064, 1.490, -0.186)  0.261
H (-0.330, -0.331, 0.708)  0.349
H (0.827, 1.467, -1.910)  0.358
N (-0.288, -1.170, 1.359)  -0.469
H (0.653, -1.094, 1.765)  0.389
H (-0.002, -0.363, -1.815)  0.347

***

9.
Entry from OMol25: a cluster of 2 separate species, CH8NS in total (ωB97M-V/def2-TZVPD).

Energy above the lowest of the compared OMol25 structures with the same formula, charge and spin = 0.485 eV
Charge = +1
Strongest force on any atom = 0.60 eV/A
Orbital gap = 8.301 eV
Multiplicity = 1
HOMO = -12.75 eV

Each line ends with the Mulliken charge.
Positions of all 11 atoms, in Å:
N (-0.518, 1.255, 1.655)  -0.458
H (-1.112, 1.894, 1.123)  0.412
H (0.120, 1.811, 2.236)  0.399
H (1.211, -0.612, -2.251)  0.317
H (-1.078, 0.613, 2.236)  0.408
H (-0.812, -2.395, -1.939)  0.153
H (1.471, -1.445, -0.716)  0.345
C (0.809, -0.769, -1.256)  -0.706
H (0.833, 0.248, -0.839)  0.126
S (-0.932, -1.241, -1.272)  -0.188
H (0.009, 0.639, 1.022)  0.192

***

10.
Entry from OMol25: a structure of composition CH8O3SSi2 (ωB97M-V/def2-TZVPD).

Energy above the lowest of the compared OMol25 structures with the same formula, charge and spin = 1.715 eV
Strongest force on any atom = 7.56 eV/A
Orbital gap = 9.006 eV
Multiplicity = 1
HOMO = -9.28 eV

Each line ends with the Mulliken charge.
Positions of all 15 atoms, in Å:
C (-1.241, 2.982, 0.309)  -0.881
H (0.969, -0.027, -2.321)  -0.012
H (-2.022, 3.603, 0.679)  0.374
O (0.634, -2.693, -0.897)  -0.407
O (-0.302, 0.522, -0.258)  -0.075
H (0.478, -2.394, 1.465)  -0.190
H (2.447, -2.033, 0.901)  -0.149
Si (-0.096, -0.571, -1.494)  0.409
Si (1.380, -2.895, 0.419)  0.365
H (1.523, -4.416, 0.307)  -0.135
S (-0.920, 1.325, 1.113)  0.644
O (0.255, 1.522, 1.905)  -0.472
H (-0.264, 3.529, 0.261)  0.288
H (-1.255, -1.280, -1.700)  -0.040
H (-1.586, 2.827, -0.689)  0.282

***

11.
Entry from OMol25: a cluster of 2 separate species, CH8OSi2 in total (ωB97M-V/def2-TZVPD).

Energy above the lowest of the compared OMol25 structures with the same formula, charge and spin = 3.988 eV
Strongest force on any atom = 6.84 eV/A
Orbital gap (spin up / spin down) = 7.233 / 7.781 eV
Multiplicity = 1
HOMO (spin up / spin down) = -7.90 / -7.57 eV

Each line ends with the Mulliken charge.
Positions of all 12 atoms, in Å:
H (0.125, -3.446, -0.505)  -0.070
Si (0.634, -0.331, 1.044)  0.237
H (-0.314, 1.758, -1.352)  0.266
H (1.665, -0.294, 2.121)  -0.095
O (-1.095, 2.917, 0.124)  -0.444
H (2.369, -2.568, -0.756)  -0.064
H (-1.822, 2.911, 0.781)  0.323
H (0.632, -1.325, -1.967)  -0.079
Si (0.877, -2.077, -0.579)  0.158
H (-0.389, -0.203, 1.970)  -0.119
C (-0.994, 1.676, -0.464)  -0.582
H (-1.688, 0.980, -0.417)  0.468

***

12.
Entry from OMol25: a structure of composition CH9ErNNbS (ωB97M-V/def2-TZVPD).

Energy above the lowest of the compared OMol25 structures with the same formula, charge and spin = 0.000 eV
Charge = +2
Strongest force on any atom = 1.94 eV/A
Orbital gap (spin up / spin down) = 7.040 / 6.817 eV
Multiplicity = 4
HOMO (spin up / spin down) = -16.39 / -16.06 eV

Each line ends with the Mulliken charge.
Positions of all 14 atoms, in Å:
Nb (0.453, -0.064, -0.968)  -0.297
H (1.177, 2.445, -2.130)  0.280
Er (-2.770, 1.271, -0.816)  1.486
H (0.745, -1.836, 1.128)  0.442
H (-1.351, -0.447, -1.575)  -0.016
H (0.563, 0.394, 2.238)  0.294
H (-1.049, -1.732, 0.952)  0.507
N (-0.158, -0.317, 2.144)  -0.176
H (-0.568, 1.552, -0.443)  -0.098
C (-0.125, -1.176, 1.082)  -0.839
H (1.795, 0.232, 0.193)  0.150
H (-1.042, 0.103, 2.408)  0.252
H (1.007, -1.624, -1.605)  0.204
S (1.325, 1.199, -2.609)  -0.189